Here is a molecular structure, C13H20AuN4 from the OMol25 dataset. Energies are from wB97M-V/def2-TZVPD.

Calculated values
E_LUMO (eV): -3.817
Net charge: +1
Maximum force (eV Å⁻¹): 0.2
E_HOMO (eV): -12.277
Kohn-Sham gap (eV): 8.46

Structure (XYZ):
```
38
Properties=species:S:1:pos:R:3:forces:R:3
Au 1.536 0.198 0.374 0.12 0.12 0.06
N -3.939 -0.051 1.053 0.01 -0.02 0.01
C -4.274 -0.083 -0.388 0.03 0.01 -0.04
C -3.666 -1.343 -1.014 0.02 -0.03 0.07
C -2.143 -1.273 -1.105 -0.04 0.03 -0.01
N -1.582 -1.289 0.296 -0.04 -0.06 0.08
C -1.685 -0.027 -1.853 0.04 -0.01 -0.01
C -2.248 1.277 -1.285 0.03 -0.02 0.00
N -1.516 1.632 -0.045 -0.10 0.01 -0.01
C -3.764 1.177 -1.090 -0.02 0.03 0.05
H -4.467 -0.767 1.544 0.00 0.01 0.00
H -4.230 0.831 1.462 0.01 0.00 0.00
H -2.190 -0.672 0.884 0.02 0.02 -0.02
H -5.357 -0.122 -0.533 -0.01 -0.01 0.00
H -4.060 -1.472 -2.023 0.02 0.01 -0.02
H -3.975 -2.229 -0.450 -0.01 0.01 -0.01
H -1.744 -2.157 -1.602 -0.01 -0.01 0.00
H -0.606 -0.961 0.329 -0.07 0.04 -0.07
H -1.608 -2.233 0.681 0.01 -0.01 -0.01
H -2.008 -0.147 -2.890 -0.02 0.00 0.01
H -0.593 0.020 -1.864 -0.01 0.01 -0.01
H -2.084 2.055 -2.035 0.01 0.01 0.00
H -2.142 2.037 0.641 0.00 0.00 0.00
H -0.844 2.360 -0.256 0.03 -0.03 0.01
H -4.230 1.209 -2.078 0.02 -0.02 -0.02
H -4.125 2.066 -0.564 -0.01 -0.01 -0.01
N 1.452 -6.938 -1.453 -0.02 0.01 0.02
C 1.507 -5.831 -1.154 0.03 -0.03 -0.03
C 1.562 -4.439 -0.797 -0.01 0.04 -0.01
C 1.517 -3.467 -1.795 0.00 -0.02 0.02
C 1.539 -2.124 -1.451 0.00 0.02 0.03
C 1.610 -1.739 -0.111 -0.04 -0.10 -0.08
C 1.673 -2.718 0.881 0.00 0.01 0.02
C 1.650 -4.063 0.541 0.00 -0.01 0.00
H 1.470 -3.768 -2.833 0.00 0.01 0.00
H 1.515 -1.381 -2.238 0.00 -0.01 0.00
H 1.751 -2.440 1.923 0.00 -0.01 0.00
H 1.705 -4.823 1.309 0.00 0.00 0.00
```
Forces are in eV/Å.

Here is a molecular structure, C10H20Cl2O3PW from the OMol25 dataset. Energies are from wB97M-V/def2-TZVPD.

Calculated values
E_LUMO (alpha / beta) (eV): -13.052 / -14.266
Multiplicity: 3
Net charge: +3
Maximum force (eV Å⁻¹): 6.8
<S²>: 2.211
E_HOMO (alpha / beta) (eV): -20.025 / -20.121
Kohn-Sham gap (alpha / beta) (eV): 6.97 / 5.86

Structure (XYZ):
```
37
Properties=species:S:1:pos:R:3:forces:R:3
C -0.791 -3.193 -3.723 0.24 -1.78 0.32
C -1.030 -2.036 -2.898 -5.86 3.47 0.10
H -1.739 -3.687 -3.959 -0.20 0.33 -0.13
H -0.268 -3.906 -3.051 0.25 0.10 -0.89
H -0.283 -2.973 -4.673 0.23 -0.04 0.29
O -2.004 -1.313 -2.720 4.71 -3.00 -0.69
Cl 3.776 -0.955 -3.849 -1.53 -0.26 0.14
W 1.789 -0.991 -2.695 4.19 -1.82 2.59
P 0.549 0.763 -2.123 -0.92 3.88 1.67
C -1.013 1.121 -1.315 -0.76 -0.11 0.05
C 1.370 2.289 -1.619 0.41 -0.04 -0.35
H 1.264 -0.183 -4.346 -0.53 1.07 -0.88
H 1.159 1.606 -4.274 0.23 0.00 -0.32
H -0.358 0.589 -4.374 0.38 0.01 -0.10
C 0.646 0.711 -3.940 -0.90 -0.56 -0.32
H 2.335 2.395 -2.087 0.43 0.10 -0.23
H 0.737 3.143 -1.878 0.02 -0.11 -0.01
H -1.432 2.070 -1.653 0.28 0.09 -0.25
H -0.893 1.196 -0.238 0.68 0.10 0.01
H 1.535 2.273 -0.549 -0.07 -0.10 0.21
H -1.780 0.404 -1.405 -0.80 -0.89 -0.46
C 0.245 -1.922 -1.650 -0.07 -2.05 4.31
O -0.137 -2.424 -0.617 1.11 1.95 -3.88
Cl 3.025 -0.624 -0.663 -1.60 -0.48 -1.91
C 0.828 2.392 3.791 -0.02 0.11 -0.58
C 1.396 0.963 3.770 -0.36 -0.27 -0.47
C 1.037 0.393 2.377 0.49 0.53 1.24
O 0.451 1.444 1.588 -0.09 0.16 1.09
C 0.181 2.606 2.405 0.72 -0.15 1.14
H 0.091 2.534 4.574 -0.04 0.00 0.05
H 1.624 3.123 3.938 -0.13 0.00 0.01
H 0.946 0.347 4.547 0.11 -0.01 -0.02
H 2.476 0.956 3.900 -0.03 -0.03 0.05
H 1.927 0.021 1.845 -0.39 0.01 -0.37
H 0.306 -0.440 2.448 -0.04 0.22 -0.46
H -0.921 2.734 2.496 0.16 -0.19 -0.55
H 0.584 3.497 1.890 -0.32 -0.28 -0.38
```
Forces are in eV/Å.

| no. | E_tot (Eh) |
| --- | --- |
| 1 | -861.82919 |
| 2 | -1946.26291 |